C9H10N2S | wB97M-V/def2-TZVPD

The calculation puts the energy above the lowest of the compared OMol25 structures with the same formula, charge and spin at 374.15 kJ/mol. As for the spin multiplicity: 1. For the maximum force, the calculation gives 6.3 eV/A. For the orbital gap (alpha / beta), the calculation gives 7.118 / 7.118 eV. For the calculated total energy, the calculation gives -23306.8830 eV. Its charge is 0. Its LUMO energy (alpha / beta) is -0.5844 / -0.5838 eV. Its HOMO energy (alpha / beta) is -7.703 / -7.701 eV.

Structure (XYZ):
```
22
Properties=species:S:1:pos:R:3:forces:R:3
C -2.132800 -1.218888 -0.687451 0.1 2.0 -0.3
C -0.837962 1.451029 -2.318762 -0.3 -0.3 -2.6
C -0.076560 0.296078 -2.377404 0.8 -1.5 3.0
C -1.034787 2.157042 -1.152346 1.8 -1.2 -0.3
C 0.512437 -0.342050 -1.215569 -2.2 5.9 -0.4
C -0.464889 1.574214 -0.027454 -0.6 -0.2 1.4
C 0.325527 0.385815 -0.003317 -0.6 -0.3 -2.5
C 1.384872 -1.607043 1.256558 -0.2 0.2 0.9
C 0.924858 -0.199276 1.148924 -0.2 1.2 2.1
N -2.020851 -2.359129 -0.634372 -0.2 0.0 0.1
N 1.316044 -0.418348 3.622656 0.2 0.2 1.8
S 0.728656 0.600132 2.606279 0.7 -0.6 -1.4
H -1.308164 1.814684 -3.275957 0.7 -0.3 1.1
H 0.066458 -0.303089 -3.210517 0.0 -0.4 -2.1
H -1.352604 3.165708 -1.297620 -0.9 0.4 0.9
H 1.262583 -1.040254 -1.228131 1.1 -2.0 -0.6
H -0.817762 1.936105 0.935652 0.6 0.4 0.0
H 0.552527 -1.929478 1.911162 0.6 -1.1 -0.1
H 1.409111 -2.159938 0.331653 -0.1 -0.1 -0.1
H 2.322352 -1.751993 1.840181 -0.7 0.3 -0.4
H -2.119586 -0.077597 -0.784512 -0.3 -2.3 0.3
H 1.360541 0.026276 4.560348 -0.2 -0.3 -0.8
```
Forces are in eV/Å.

Atom charges from the Löwdin analysis, given in e for atoms 1 to 4: C -0.10; C -0.13; C -0.07; C -0.09

=====

C9H10N2SY | wB97M-V/def2-TZVPD

As for the spin multiplicity: 1. For the maximum force, the calculation gives 8.3 eV/A. For the orbital gap, the calculation gives 5.591 eV. For the calculated total energy, the calculation gives -24352.6496 eV. Its charge is -1. Its LUMO energy is 2.9943 eV. Its HOMO energy is -2.596 eV.

Structure (XYZ):
```
23
Properties=species:S:1:pos:R:3:forces:R:3
C 0.939838 -1.186843 -1.624466 -0.7 -2.0 0.0
C -0.451961 -1.146500 -1.950332 0.3 -0.6 -0.1
C -1.174071 -1.981540 -1.033075 1.8 -0.7 0.2
C -0.193705 -2.598385 -0.146670 0.0 0.7 -1.4
C 1.109621 -2.097005 -0.518733 -1.1 -0.3 -1.0
Y -0.230549 -0.093884 0.407236 1.7 0.9 0.0
C -1.339776 1.687713 -0.691542 -2.9 -1.3 1.6
C -0.007505 2.013976 -0.969727 6.5 1.7 -4.9
C 0.671419 2.519133 -2.056666 -2.6 2.5 -3.5
N 1.165399 1.412197 -0.424085 1.1 -2.1 7.0
H -2.232211 -2.186349 -1.047668 -0.1 0.1 0.1
H -0.858799 -0.664443 -2.853751 0.2 0.0 0.9
H -0.390033 -3.325301 0.634362 0.0 0.2 -0.1
H 2.063057 -2.472205 -0.144872 -0.4 0.4 0.1
H 1.741890 -0.816191 -2.252875 -0.2 0.4 0.4
H -2.008839 1.107589 -1.345010 0.5 1.0 -0.4
H 2.148544 1.862756 -0.441199 -3.1 -1.0 -0.2
H -1.883742 2.195188 0.128329 0.5 -0.1 -0.4
H 0.133735 2.881284 -3.023942 0.9 0.0 1.6
H 1.801327 2.554822 -2.012138 -1.8 0.0 -1.0
S -0.973701 -0.020122 2.972940 -0.1 -0.1 0.8
C 0.585709 -0.639909 2.978649 3.4 -1.4 -0.2
N 1.698653 -1.076878 2.868935 -3.7 1.4 0.3
```
Forces are in eV/Å.

Atom charges from the Löwdin analysis, given in e for atoms 1 to 4: C -0.20; C -0.21; C -0.22; C -0.22

=====

C9H10N3O | wB97M-V/def2-TZVPD

The calculation puts the energy above the lowest of the compared OMol25 structures with the same formula, charge and spin at 181.43 kJ/mol. As for the spin multiplicity: 1. For the maximum force, the calculation gives 5.0 eV/A. For the orbital gap, the calculation gives 7.534 eV. For the calculated total energy, the calculation gives -16004.2885 eV. Its charge is +1. Its LUMO energy is -3.6752 eV. Its HOMO energy is -11.209 eV.

Structure (XYZ):
```
23
Properties=species:S:1:pos:R:3:forces:R:3
C 2.597906 -0.755075 -0.044952 -1.6 -1.8 -0.1
C 2.726452 0.459726 -0.482233 3.2 2.6 0.1
C 1.243192 -1.509214 -0.161617 4.5 -0.5 2.3
C 1.675324 1.262011 -0.947503 -2.6 -0.7 0.3
C 0.177977 -0.573032 -0.463150 -0.8 -2.6 0.8
C 0.430339 0.730138 -0.919033 0.9 2.3 -1.1
C -1.961691 1.126572 -0.917814 3.4 1.0 -1.8
C -1.376453 0.018612 2.389906 -2.0 -0.2 1.2
C -1.024747 -1.024515 -0.170866 -1.8 3.2 -1.9
N -0.714923 1.522719 -1.225955 -0.7 -1.0 1.1
N -2.104691 -0.097314 -0.508665 -3.7 -0.2 -0.2
N -2.344070 -0.619977 2.658364 -0.3 -0.7 -0.4
O -0.583526 0.738303 1.980195 2.0 1.2 -0.5
H 3.464490 -1.312478 0.138636 1.0 -0.8 0.8
H 3.695487 1.048861 -0.444883 -0.9 -1.4 0.0
H 1.521631 -2.192152 -0.916459 -0.4 -0.6 -1.9
H 1.881646 2.283840 -1.114701 -0.1 1.0 -0.5
H -2.682553 1.878101 -1.252588 -0.6 -0.9 0.6
H -1.311065 -1.734097 0.513339 -0.4 -2.0 0.9
H -0.536768 2.457738 -1.505230 -0.1 0.8 -0.2
H -3.119439 -0.348944 -0.672992 1.8 -0.6 1.0
H 1.216347 -2.324677 0.670780 -0.9 2.0 -0.7
H -2.870866 -1.035147 3.397422 0.3 0.0 0.3
```
Forces are in eV/Å.

Atom charges from the Löwdin analysis, given in e for atoms 1 to 4: C -0.04; C -0.12; C -0.08; C 0.01

=====

C9H10N3O2 | wB97M-V/def2-TZVPD

The calculation puts the energy above the lowest of the compared OMol25 structures with the same formula, charge and spin at 304.71 kJ/mol. As for the spin multiplicity: 1. For the maximum force, the calculation gives 4.4 eV/A. For the orbital gap, the calculation gives 7.208 eV. For the calculated total energy, the calculation gives -18050.6280 eV. Its charge is +1. Its LUMO energy is -6.1240 eV. Its HOMO energy is -13.332 eV.

Structure (XYZ):
```
24
Properties=species:S:1:pos:R:3:forces:R:3
C -3.188252 2.242981 0.581740 2.4 -1.3 -1.4
C -1.975782 2.941592 0.568161 -0.5 -3.7 0.2
C -3.160479 0.918731 0.224953 0.0 -0.3 0.5
C -0.757040 2.300542 0.412226 -0.6 1.0 -1.5
C -1.948808 0.299920 0.026553 1.1 -1.6 0.6
C -0.710113 0.917115 0.094563 -1.6 2.6 0.9
C 0.583552 0.329902 0.012774 2.5 0.4 -0.1
C 3.733405 -1.098555 -0.580273 1.1 -0.8 -0.9
C 1.632781 -3.147611 -0.153445 -2.5 -2.0 -2.9
N 1.741951 0.849767 0.143326 -1.1 -3.9 -0.9
N 1.574574 -1.789188 0.058474 -1.3 1.8 1.2
N 0.636197 -1.090027 -0.321779 -0.1 -1.6 -1.6
O 4.209465 -1.390138 0.419189 0.5 0.5 1.3
O 3.338575 -1.031130 -1.668628 -0.6 0.7 -0.5
H -4.048802 2.794308 0.611175 -2.2 1.1 0.5
H -2.217945 3.909450 0.673315 0.8 3.8 0.4
H -4.020068 0.284358 0.181233 -0.6 0.0 0.0
H 0.056638 2.985600 0.200446 0.4 -0.3 0.5
H -1.936972 -0.777066 0.049573 -0.3 -0.4 -0.6
H 1.387771 -3.653755 0.718344 0.1 -0.5 2.5
H 0.859366 -3.638124 -0.797733 0.1 1.1 -0.3
H 2.529520 -3.538138 -0.524085 1.9 0.0 -0.1
H 1.686222 1.801524 0.186654 0.0 3.3 0.7
H -0.005757 -1.422058 -1.116757 0.5 0.2 1.5
```
Forces are in eV/Å.

Atom charges from the Löwdin analysis, given in e for atoms 1 to 4: C -0.02; C -0.02; C -0.04; C 0.01

=====

C9H10N3O3S | wB97M-V/def2-TZVPD

The calculation puts the energy above the lowest of the compared OMol25 structures with the same formula, charge and spin at 71.75 kJ/mol. As for the spin multiplicity: 1. For the maximum force, the calculation gives 4.6 eV/A. For the orbital gap, the calculation gives 8.784 eV. For the calculated total energy, the calculation gives -30934.1430 eV. Its charge is +1. Its LUMO energy is -4.0802 eV. Its HOMO energy is -12.864 eV. The SMILES is NC(=O)[N@+]1(S(N)(=O)=O)C=Cc2ccccc21.

Structure (XYZ):
```
26
Properties=species:S:1:pos:R:3:forces:R:3
C -2.919521 0.015110 -0.282650 2.5 -0.5 1.1
C -2.417639 -1.286473 -0.447891 -0.2 0.6 1.3
C -2.055006 1.049721 0.167001 -1.5 0.9 0.6
C -1.062914 -1.565242 -0.219350 0.4 -0.6 -2.1
C -0.725862 0.810796 0.305627 0.8 -1.8 -1.3
C -0.251500 -0.468710 -0.077627 0.1 0.0 1.2
C 0.422888 1.586230 0.701524 0.2 0.5 0.4
C 1.517668 0.883859 0.512722 3.3 -0.9 0.4
C 1.904219 -1.617143 0.703914 -0.1 -0.6 -0.7
N 2.899653 -1.277680 1.483391 1.8 3.4 2.6
N 1.967418 0.821767 -2.191248 -1.9 1.4 -1.9
N 1.222287 -0.437569 0.034993 -0.7 -0.6 -0.8
O 1.634921 -2.702808 0.290384 -0.4 -0.1 0.4
O 1.231586 -1.664828 -2.303654 0.8 0.9 0.2
O 3.420675 -0.828067 -1.291437 0.6 -0.6 -0.1
S 2.072756 -0.699367 -1.683320 -1.5 0.4 -0.8
H -3.948075 0.128935 -0.205762 -1.7 0.5 -0.4
H -3.094404 -2.132349 -0.493629 -0.1 0.2 -0.5
H -2.384958 2.030496 0.577304 -0.3 -0.9 -0.7
H -0.669956 -2.580748 -0.428482 -0.2 0.9 0.5
H 0.448042 2.541841 1.157307 -0.2 0.9 0.1
H 2.655561 0.940080 0.605394 -2.1 1.2 0.0
H 3.147188 -0.299093 1.885551 -1.2 -2.5 -1.2
H 3.611390 -1.933584 1.733136 -0.1 -0.8 0.0
H 2.798287 1.146809 -2.628812 1.5 0.0 0.3
H 1.244385 1.285850 -2.821146 0.2 -1.8 1.4
```
Forces are in eV/Å.

Atom charges from the Löwdin analysis, given in e for atoms 1 to 4: C -0.01; C -0.02; C 0.01; C 0.01

=====

C9H10N4 | wB97M-V/def2-TZVPD

The calculation puts the energy above the lowest of the compared OMol25 structures with the same formula, charge and spin at 427.29 kJ/mol. As for the spin multiplicity: 1. For the maximum force, the calculation gives 5.2 eV/A. For the orbital gap, the calculation gives 8.130 eV. For the calculated total energy, the calculation gives -15451.7388 eV. Its charge is 0. Its LUMO energy is -0.5363 eV. Its HOMO energy is -8.666 eV. The SMILES is C=C(C)/C(=C(\C)C#N)n1nccn1.

Structure (XYZ):
```
23
Properties=species:S:1:pos:R:3:forces:R:3
C -0.417894 -0.294861 2.587976 0.4 0.4 -1.9
C -2.073119 -2.529981 -0.126755 -2.0 -1.7 1.7
C -1.984561 -2.190360 -1.466338 0.9 -0.6 -0.9
C 2.177276 0.856266 -0.655002 -0.8 1.6 -3.0
C 0.245228 0.352849 1.544985 0.2 -0.6 -4.4
C 0.862058 0.678560 -0.863529 2.3 1.6 -1.3
C 0.125525 0.005861 0.142645 0.8 0.9 5.1
C 1.069960 1.504453 2.076314 -1.7 0.5 -0.1
C 0.106217 1.158604 -2.055375 -1.3 2.5 1.4
N -0.921811 -0.621654 3.542006 -1.4 -1.1 2.8
N -1.196778 -1.835843 0.555312 -1.2 0.0 1.1
N -0.982938 -1.312380 -1.604545 -1.0 0.5 0.4
N -0.639730 -1.036924 -0.313142 -0.7 -1.9 -0.8
H -2.832992 -3.236371 0.382473 1.7 1.3 -0.9
H -2.517568 -2.739598 -2.267699 0.7 1.0 0.3
H 2.889364 1.412139 -1.347258 -1.2 -0.8 0.9
H 2.516828 0.550005 0.253248 1.5 -1.0 2.0
H 0.785813 2.440811 1.586991 -0.1 0.0 0.2
H 0.994475 1.573020 3.156964 -0.5 0.1 0.0
H 2.077757 1.406215 1.899324 2.3 -0.4 -0.5
H -0.988326 1.318248 -1.683331 1.9 0.0 -1.3
H 0.154489 0.476341 -2.820948 -0.4 -1.9 -1.6
H 0.550728 2.064600 -2.524317 -0.4 -0.2 0.8
```
Forces are in eV/Å.

Atom charges from the Löwdin analysis, given in e for atoms 1 to 4: C -0.27; C -0.14; C -0.12; C 0.10

=====

Q: spin multiplicity of number 1 (C9H10N2S)?
A: 1